Entry from the Open Molecules 2025 dataset: a 2-piece molecular cluster, C2H3NO2 overall (ωB97M-V/def2-TZVPD).

2S+1: 1
LUMO energy (spin up / spin down) (eV): 0.40 / 0.26
Orbital gap (spin up / spin down) (eV): 8.91 / 8.15

CARTESIAN COORDINATES (ANGSTROEM)
C -0.428 0.101 0.997
C 0.321 0.754 -0.092
N 0.768 1.608 1.979
O 0.926 1.818 0.593
O -0.001 0.572 2.143
H -1.045 -1.338 0.938
H 1.040 -0.019 -0.380
H -0.151 1.299 -0.911

***

Entry from the Open Molecules 2025 dataset: a single C2H3NO2 molecule (ωB97M-V/def2-TZVPD).

SMILES: C=NOC=O
2S+1: 1
LUMO energy (eV): 1.02
Orbital gap (eV): 11.85

CARTESIAN COORDINATES (ANGSTROEM)
C -1.275 0.106 -1.651
C 0.877 -0.156 0.846
H -2.011 0.761 -1.149
H -1.296 0.078 -2.731
H 1.637 -0.928 0.464
N -0.316 -0.445 -1.111
O -0.362 -0.184 0.293
O 1.145 0.622 1.710

***

Entry from the Open Molecules 2025 dataset: a 2-piece molecular cluster, C2H3NO2 overall (ωB97M-V/def2-TZVPD).

SMILES: C#[N+][O-].C=O
2S+1: 1
LUMO energy (eV): 0.93
Orbital gap (eV): 10.53

CARTESIAN COORDINATES (ANGSTROEM)
C -1.813 0.827 0.266
C 1.543 -0.330 -0.127
N -1.190 -0.041 -0.196
O -0.798 -1.082 -0.548
O 1.340 0.876 -0.117
H -2.303 1.490 0.942
H 2.009 -0.743 0.799
H 1.211 -0.997 -1.019

***

Entry from the Open Molecules 2025 dataset: a single C2H3NO2 molecule (ωB97M-V/def2-TZVPD).

SMILES: O=CNC=O
2S+1: 1
LUMO energy (eV): 0.50
Orbital gap (eV): 10.58

CARTESIAN COORDINATES (ANGSTROEM)
O 1.730 -0.338 0.966
C 1.171 -0.462 -0.154
N -0.142 0.072 -0.542
C -1.031 0.532 0.459
O -0.738 0.923 1.604
H 1.545 -1.102 -1.028
H -0.440 -0.121 -1.444
H -2.094 0.496 0.138

***

Entry from the Open Molecules 2025 dataset: a 2-piece molecular cluster, C2H3NO2 overall (ωB97M-V/def2-TZVPD).

2S+1: 1
LUMO energy (eV): 1.03
Orbital gap (eV): 11.54

CARTESIAN COORDINATES (ANGSTROEM)
O 1.946 -1.836 -1.394
C 0.884 -1.444 -1.455
N 0.456 0.285 0.887
C -0.701 0.741 0.645
O -1.418 0.349 -0.413
H -0.869 -0.291 -0.905
H 0.852 0.697 1.728
H -1.256 1.482 1.227

***

Entry from the Open Molecules 2025 dataset: a single C2H3NO2 molecule (ωB97M-V/def2-TZVPD).

SMILES: Cc1noo1
2S+1: 1
LUMO energy (eV): 0.78
Orbital gap (eV): 11.06

CARTESIAN COORDINATES (ANGSTROEM)
C 0.361 0.023 0.231
C -0.971 -0.041 -0.204
N 1.196 0.981 0.498
O 1.332 -0.940 0.141
O 2.277 0.087 0.406
H -1.234 0.854 -0.832
H -1.343 -0.935 -0.842
H -1.618 -0.030 0.602

***

Entry from the Open Molecules 2025 dataset: a 2-piece molecular cluster, C2H3NO2 overall (ωB97M-V/def2-TZVPD).

2S+1: 1
LUMO energy (eV): 0.95
Orbital gap (eV): 11.08

CARTESIAN COORDINATES (ANGSTROEM)
C 0.957 1.027 -0.338
C -1.943 -0.813 -0.289
N 0.927 -0.233 -0.285
O 0.118 -1.016 0.663
O -2.486 -0.403 0.593
H 0.370 1.813 0.065
H 1.735 1.542 -0.871
H 0.323 -1.916 0.463

***

Entry from the Open Molecules 2025 dataset: C2H3NO2 as an isolated structure (ωB97M-V/def2-TZVPD).

2S+1: 1
LUMO energy (spin up / spin down) (eV): -1.82 / -1.51
Orbital gap (spin up / spin down) (eV): 8.06 / 8.68

CARTESIAN COORDINATES (ANGSTROEM)
C 0.477 -0.680 0.922
C -0.531 0.656 -0.690
N 0.555 -0.008 -0.257
O -2.017 1.166 0.205
O 1.471 -0.073 -1.089
H 1.184 -1.536 1.035
H -0.264 -0.495 1.601
H -0.874 0.970 -1.727

***

Entry from the Open Molecules 2025 dataset: a single C2H3NO2 molecule (ωB97M-V/def2-TZVPD).

2S+1: 3
LUMO energy (spin up / spin down) (eV): 0.93 / -2.65
Orbital gap (spin up / spin down) (eV): 7.05 / 8.08

CARTESIAN COORDINATES (ANGSTROEM)
C -0.467 0.966 0.049
C -0.674 -0.495 0.477
N 0.606 0.193 0.029
O -1.117 1.959 0.026
O 1.293 -0.288 -1.185
H -0.596 -0.515 1.572
H -1.228 -1.252 -0.091
H 2.183 -0.569 -0.878

***

Entry from the Open Molecules 2025 dataset: a single C2H3NO2S molecule (ωB97M-V/def2-TZVPD).

SMILES: S=C1NOCO1
2S+1: 1
LUMO energy (eV): 0.64
Orbital gap (eV): 9.72

CARTESIAN COORDINATES (ANGSTROEM)
C -0.301 0.868 -0.660
C 0.053 -0.364 1.135
H 0.562 -0.586 -1.838
H 0.755 -0.445 2.045
H -0.896 -0.860 1.310
N 0.009 -0.426 -0.965
O 0.646 -1.124 0.086
O -0.106 1.012 0.654
S -0.723 1.924 -1.767

***

Entry from the Open Molecules 2025 dataset: a single C2H3NO2S molecule (ωB97M-V/def2-TZVPD).

SMILES: NC(=S)C(=O)O
2S+1: 1
LUMO energy (eV): -1.06
Orbital gap (eV): 8.05

CARTESIAN COORDINATES (ANGSTROEM)
C 0.238 -0.016 0.416
C -0.201 0.577 -0.973
H 0.353 -1.803 -0.449
H 0.766 -1.745 1.399
H -0.613 2.169 -0.010
N 0.547 -1.295 0.399
O -0.505 1.950 -0.926
O -0.468 -0.312 -1.868
S -0.118 0.475 2.011

***

Entry from the Open Molecules 2025 dataset: a single C2H3NO2S molecule (ωB97M-V/def2-TZVPD).

SMILES: N#CCOSO
2S+1: 1
LUMO energy (eV): 0.43
Orbital gap (eV): 9.29

CARTESIAN COORDINATES (ANGSTROEM)
C 1.636 0.296 -0.376
C 0.820 -0.335 0.611
N 2.129 0.729 -1.318
O -2.064 -0.073 -0.974
O -0.429 0.531 0.845
S -1.251 1.201 -0.338
H 0.481 -1.402 0.243
H 1.315 -0.475 1.587
H -2.637 -0.472 -0.279

***

Computed calculated total energy (Eh) in order:
-282.9679; -283.1655; -283.0841; -283.2265; -283.2327; -283.0583; -283.1270; -282.9347; -282.9751; -681.3479; -681.3997; -681.3570
Computed ΔE to the lowest compared entry with this formula, charge and spin (eV) in order:
7.894; 2.518; 4.732; 0.857; 0.689; 5.435; 3.564; 8.799; 4.785; 3.031; 1.623; 2.784